A cluster of 4 separate species, C3H14N2O3 in total in a non-equilibrium geometry. Source: OMol25; level of theory: the ωB97M-V functional and the def2-TZVPD basis.

Each line ends with the Mulliken charge.
Geometry (Å):
1 C -1.8474 1.6354 0.0395  -1.41
2 C -0.5219 0.9123 -0.2607  0.56
3 C -0.3026 0.5052 -1.5734  -0.70
4 N 0.9106 -0.1399 -1.9233  -0.45
5 N 0.4747 0.4726 0.7332  -0.44
6 H -1.6402 2.6895 -0.1662  0.35
7 H -2.8356 1.1596 -0.3999  0.31
8 H -1.9935 1.6076 1.0966  0.41
9 H -1.1011 0.7110 -2.2479  0.42
10 H 1.7832 0.0213 -1.2733  0.18
11 H 1.2840 0.0221 -2.9100  0.26
12 H 0.3969 0.9731 1.5143  0.30
13 H 0.5474 -0.4887 0.7326  0.31
14 H -0.5251 -2.2852 -0.6716  0.30
15 H 0.6441 -3.1946 -0.1385  0.28
16 O 0.0360 -2.5219 0.0773  -0.64
17 H 3.5039 1.5320 -0.0631  0.31
18 H 2.6285 0.8103 0.9211  0.37
19 O 3.5887 0.9948 0.7089  -0.70
20 H -2.2397 -1.3089 1.6748  0.30
21 H -1.1393 -2.3466 1.7743  0.33
22 O -1.6518 -1.7609 2.3553  -0.64

Calculated values
Energy relative to the best compared isomer or geometry (same formula, charge and spin) (eV): 1.7683
2S+1: 1
Structure (SMILES): C/C(N)=C/N.O.O.O
Gap between HOMO and LUMO (eV): 8.08

A structure of composition C34H38BrN8S2Ta. Source: OMol25; level of theory: the ωB97M-V functional and the def2-TZVPD basis.

Each line ends with the Mulliken charge.
Geometry (Å):
1 Ta 0.3508 0.5608 0.0901  -1.10
2 S 0.4881 -1.3001 -1.3652  -0.30
3 C 2.2032 -0.8558 -1.2782  0.73
4 S 2.6614 0.5752 -0.3388  -0.51
5 C 3.1373 -1.6034 -1.9046  1.17
6 C 2.7533 -2.7608 -2.6564  -0.28
7 N 2.3880 -3.6765 -3.2453  -0.39
8 C 4.5221 -1.2489 -1.8161  -0.45
9 N 5.6278 -0.9603 -1.7019  -0.36
10 C -2.5657 4.4492 2.2074  -1.57
11 C -2.4921 2.9175 2.1468  1.15
12 C -3.8965 2.3381 2.3240  -1.58
13 C -1.4872 2.4045 3.1677  0.93
14 C -1.8467 2.2996 4.5079  -0.45
15 C -0.9274 1.9004 5.4633  -1.60
16 C 0.3855 1.6337 5.1055  -0.70
17 C 0.8037 1.7322 3.7824  0.91
18 C 2.2720 1.5981 3.4219  1.92
19 C 3.0928 0.8278 4.4532  -2.04
20 C 2.8863 2.9840 3.1936  -1.45
21 C -0.1648 2.0857 2.8305  -0.94
22 N 0.1751 2.1051 1.4204  2.67
23 C 0.2217 3.3058 0.7923  -0.11
24 C 0.0708 3.3246 -0.5602  -0.23
25 C 0.0387 4.3871 -1.4749  -1.70
26 C -0.2348 3.8381 -2.7018  -0.80
27 C -0.3821 2.4414 -2.5539  -0.64
28 N -0.1868 2.0972 -1.2364  1.68
29 C -0.6826 1.5224 -3.7153  2.46
30 C 0.6302 0.8339 -4.1392  -1.27
31 C -1.1847 2.3395 -4.9189  -2.28
32 C -1.7844 0.5118 -3.3835  -1.26
33 H -3.2576 4.8287 1.4550  0.46
34 H -1.5964 4.9238 2.0501  0.27
35 H -2.9248 4.7696 3.1867  0.39
36 H -2.1520 2.6323 1.1449  -0.42
37 H -4.3681 2.7011 3.2371  0.45
38 H -3.8936 1.2487 2.3613  0.24
39 H -4.5308 2.6477 1.4934  0.42
40 H -2.8548 2.5490 4.8104  0.42
41 H -1.2245 1.8318 6.5016  0.48
42 H 1.0992 1.3676 5.8723  0.45
43 H 2.3467 1.0540 2.4759  -0.90
44 H 3.2286 1.4094 5.3659  0.48
45 H 4.0865 0.6245 4.0539  0.42
46 H 2.6305 -0.1226 4.7229  0.39
47 H 2.8068 3.5862 4.0999  0.36
48 H 2.3905 3.5299 2.3886  0.21
49 H 3.9428 2.8959 2.9383  0.46
50 H 0.3309 4.2079 1.3831  0.68
51 H 0.1868 5.4282 -1.2313  0.59
52 H -0.3542 4.3753 -3.6244  0.60
53 H 1.3505 1.5741 -4.4886  0.45
54 H 0.4223 0.1498 -4.9625  0.45
55 H 1.0945 0.2648 -3.3347  0.11
56 H -0.4166 2.9974 -5.3225  0.45
57 H -2.0689 2.9285 -4.6723  0.50
58 H -1.4579 1.6447 -5.7126  0.46
59 H -1.5206 -0.1538 -2.5677  0.04
60 H -1.9631 -0.1154 -4.2567  0.56
61 H -2.7179 1.0253 -3.1435  0.42
62 N -3.0220 -1.6098 4.0488  -0.36
63 C -2.8216 -1.2644 2.7676  -0.26
64 C -1.6313 -0.6165 2.3693  -0.40
65 N -1.4445 -0.2808 1.1035  1.59
66 C -2.4278 -0.5278 0.2096  -0.17
67 C -3.5741 -1.1764 0.6219  -1.17
68 N -3.7651 -1.5618 1.8748  -0.56
69 H -2.3827 -1.3439 4.7765  0.20
70 H -3.8955 -2.0419 4.3022  0.30
71 H -0.8454 -0.4007 3.0801  0.16
72 H -2.2908 -0.2134 -0.8169  0.25
73 H -4.3584 -1.4025 -0.0900  0.58
74 Br 1.4571 -1.5106 2.0234  -0.03
75 C 0.6661 -3.2594 1.6506  0.82
76 C 1.4487 -4.3520 1.9643  -0.86
77 C 0.8864 -5.5899 1.6883  -0.37
78 C -0.3845 -5.6516 1.1344  -0.83
79 C -1.0569 -4.4711 0.8738  -0.28
80 N -0.5277 -3.2666 1.1327  0.05
81 H 2.4354 -4.2480 2.3913  0.48
82 H 1.4409 -6.4937 1.9020  0.45
83 H -0.8474 -6.6006 0.9051  0.44
84 H -2.0505 -4.4737 0.4440  0.47

Calculated values
Energy relative to the best compared isomer or geometry (same formula, charge and spin) (eV): 0.4809
2S+1: 1
Gap between HOMO and LUMO (eV): 6.40
Total charge: +2